DFT (ωB97M-V with the def2-TZVPD basis set) results for the molecule C5H12N4O at a distorted geometry.

Properties
Molecular weight ... 144.18 g/mol
Energy above the lowest of the compared OMol25 structures with the same formula, charge and spin ... 416.06 kJ/mol
HOMO ... -8.93 eV
SMILES string ... CN1NN=N[C@H]1C(C)(C)O
Kohn-Sham gap ... 9.76 eV

```
22
Properties=species:S:1:pos:R:3:forces:R:3
C 0.0183 -2.4334 -0.8485 -0.936 -0.074 0.193
N -0.2962 -1.4695 0.1519 -1.252 5.200 -0.109
N -1.7187 -1.5322 0.5340 3.560 -0.505 -3.510
N -2.4598 -0.5508 0.0679 -0.835 0.326 0.314
N -1.8411 0.2480 -0.6368 -1.294 1.487 -0.684
C -0.4616 0.1250 -0.7109 0.383 -2.715 3.612
C 0.3327 1.2478 -0.0138 -1.249 -0.613 -0.053
C 1.7720 0.9787 -0.1490 3.309 -0.565 -0.899
C -0.2019 1.2609 1.4349 0.457 0.700 -0.191
O 0.0936 2.4305 -0.7732 -0.147 1.066 0.882
H -0.0930 -3.3152 -0.2380 0.386 -1.197 -0.798
H -0.7022 -2.3863 -1.6762 0.300 -0.408 -0.128
H 1.0337 -2.2263 -1.1628 0.171 -0.374 -0.154
H -1.8219 -1.9107 1.3994 -1.031 -0.790 2.912
H -0.1247 -0.0051 -1.6691 0.865 -0.684 -2.518
H 2.0968 0.1751 0.4534 0.051 -1.294 0.900
H 2.5581 1.7349 0.1181 -1.375 0.218 -0.004
H 2.1287 0.6668 -1.1703 -0.909 0.422 0.559
H -1.3145 1.1547 1.4368 0.987 0.585 0.117
H 0.2180 0.4029 2.0145 -0.127 0.903 -0.425
H 0.1506 2.2597 1.7840 -0.579 -0.814 0.623
H 0.6328 3.1445 -0.3462 -0.737 -0.874 -0.641
```
Forces are in eV/Å.